1.
A structure of composition C47H58BaFN3O3. Source: OMol25; level of theory: ωB97M-V with the def2-TZVPD basis set.

Last column: Löwdin charge in e.
Cartesian coordinates (Å):
Ba: 0.528 0.593 -0.314  1.9957
C: -4.580 -0.089 1.279  -0.0407
C: -3.409 -0.990 1.597  -0.1817
C: -2.802 -0.937 2.857  -0.1874
C: -3.283 0.044 3.901  -0.0462
C: -1.732 -1.787 3.145  -0.1810
C: -1.042 -1.751 4.487  -0.0357
C: -1.286 -2.702 2.186  -0.1821
C: -0.104 -3.581 2.516  -0.0385
C: -1.914 -2.780 0.943  -0.1862
C: -1.500 -3.854 -0.040  -0.0386
C: -2.938 -1.881 0.627  -0.1876
C: -3.523 -1.838 -0.767  -0.0442
H: -5.222 0.048 2.146  0.0747
H: -5.200 -0.505 0.488  0.0692
H: -4.253 0.902 0.950  0.0948
H: -3.881 -0.454 4.669  0.0969
H: -3.890 0.835 3.470  0.0651
H: -2.448 0.529 4.402  0.0457
H: -0.874 -2.759 4.867  0.0810
H: -1.618 -1.214 5.236  0.0677
H: -0.063 -1.269 4.412  0.0884
H: -0.379 -4.389 3.200  0.0978
H: 0.681 -3.002 3.005  0.0817
H: 0.334 -4.030 1.629  0.0385
H: -1.266 -4.782 0.480  0.0814
H: -0.613 -3.577 -0.618  0.0825
H: -2.295 -4.081 -0.746  0.0721
H: -4.471 -2.380 -0.833  0.0938
H: -2.847 -2.266 -1.503  0.0689
H: -3.711 -0.811 -1.076  0.0784
C: 2.367 -4.684 -0.450  -0.0748
C: 2.924 -3.410 0.182  -0.3832
C: 3.643 -3.723 1.496  -0.0482
C: 3.837 -2.638 -0.750  -0.1418
C: 4.714 -3.290 -1.605  -0.0392
C: 5.560 -2.577 -2.441  -0.0760
C: 5.520 -1.195 -2.441  -0.0410
C: 4.664 -0.496 -1.594  -0.1364
C: 4.617 1.020 -1.672  -0.3757
C: 4.208 1.490 -3.072  -0.0529
C: 5.948 1.646 -1.253  -0.0567
C: 3.845 -1.233 -0.723  -0.1892
N: 2.975 -0.566 0.171  -0.1036
C: 3.506 0.122 1.136  -0.1439
C: 2.873 0.974 2.068  -0.3572
C: 3.579 1.707 3.041  -0.0476
C: 2.637 2.469 3.712  -0.0476
C: 1.393 2.164 3.121  -0.3006
N: 1.522 1.257 2.149  -0.0465
C: 0.047 2.746 3.486  -0.5376
C: 0.125 4.278 3.463  -0.0379
C: -1.023 2.299 2.489  -0.0712
C: -0.331 2.281 4.898  -0.0404
H: 1.665 -5.169 0.232  0.0655
H: 3.155 -5.409 -0.661  0.0710
H: 1.847 -4.471 -1.385  0.0844
H: 2.084 -2.752 0.423  0.1058
H: 4.494 -4.384 1.317  0.0850
H: 2.969 -4.218 2.200  0.0702
H: 4.016 -2.810 1.963  0.0773
H: 4.741 -4.373 -1.625  0.1045
H: 6.239 -3.101 -3.100  0.1002
H: 6.164 -0.643 -3.116  0.1093
H: 3.856 1.385 -0.981  0.1069
H: 4.944 1.193 -3.822  0.0744
H: 4.133 2.580 -3.091  0.0793
H: 3.238 1.079 -3.358  0.0704
H: 6.745 1.372 -1.948  0.0759
H: 6.246 1.314 -0.257  0.0750
H: 5.871 2.735 -1.241  0.0793
H: 4.593 0.040 1.265  0.1393
H: 4.646 1.679 3.206  0.1000
H: 2.815 3.162 4.520  0.0959
H: 0.373 4.630 2.460  0.0777
H: 0.890 4.644 4.148  0.0797
H: -0.834 4.714 3.757  0.0854
H: -0.788 2.674 1.487  0.0599
H: -1.995 2.711 2.771  0.0911
H: -1.114 1.210 2.460  0.0575
H: 0.396 2.639 5.629  0.0844
H: -0.346 1.190 4.951  0.0688
H: -1.317 2.659 5.183  0.0848
C: 0.789 6.217 -6.020  -0.0226
C: -0.470 6.086 -5.170  -0.3144
C: -1.110 7.424 -4.821  -0.1343
C: -0.174 8.255 -3.955  -0.1321
C: 0.340 7.449 -2.789  -0.1288
C: 0.817 8.074 -1.661  0.0532
C: 1.276 7.329 -0.577  -0.2569
F: 1.733 7.996 0.499  0.0686
C: 1.266 5.966 -0.583  0.0768
C: 0.773 5.304 -1.716  -0.0397
C: 0.762 3.843 -1.717  -0.3160
O: 1.228 3.182 -0.767  -0.1218
C: 0.120 3.245 -2.858  -0.0435
C: -0.277 4.012 -3.899  0.0354
N: -0.168 5.361 -3.928  0.0000
C: 0.318 6.036 -2.824  -0.0741
C: -0.209 1.774 -2.723  -0.7864
O: 0.618 0.907 -3.069  -0.0982
O: -1.191 1.538 -1.965  -0.2120
H: 0.577 6.785 -6.927  0.0884
H: 1.158 5.233 -6.309  0.0857
H: 1.583 6.724 -5.472  0.0854
H: -1.201 5.476 -5.703  0.1435
H: -2.043 7.236 -4.285  0.1286
H: -1.359 7.954 -5.741  0.1214
H: -0.691 9.139 -3.581  0.1222
H: 0.667 8.619 -4.551  0.1207
H: 0.833 9.155 -1.594  0.1337
H: 1.625 5.385 0.256  0.1305
H: -0.733 3.572 -4.777  0.1527

Its spin multiplicity is 1. As for the charge: 0.

---

2.
A cluster of 2 separate species, C4H10NOS in total at a distorted geometry. Source: OMol25; level of theory: ωB97M-V with the def2-TZVPD basis set.

Last column: Löwdin charge in e.
Cartesian coordinates (Å):
C: 3.694 0.352 0.366  0.0004
C: 2.985 -0.699 -0.520  0.0192
C: -3.317 -0.923 0.594  -0.3690
C: 1.111 0.840 0.424  -0.1655
N: 2.267 0.383 0.123  -0.0334
O: 0.149 0.312 -0.118  0.1618
S: -2.848 0.686 -0.231  0.7076
H: 3.998 -0.001 1.364  0.1328
H: 4.179 1.252 0.035  0.1217
H: 3.029 -0.601 -1.611  0.1366
H: 2.863 -1.667 0.009  0.1444
H: -4.353 -1.011 0.300  0.0260
H: -3.504 -0.771 1.616  0.0204
H: -2.763 -1.714 0.212  0.0150
H: 1.087 1.621 1.133  0.1730
H: -3.618 1.444 0.619  -0.0883
H: -0.737 0.701 0.064  -0.0028

Its spin multiplicity is 1. As for the charge: +1.

---

3.
The molecule C11H22N2O5 at a distorted geometry. Source: OMol25; level of theory: ωB97M-V with the def2-TZVPD basis set.

Last column: Löwdin charge in e.
Cartesian coordinates (Å):
C: 2.783 -2.236 0.400  -0.1057
O: 2.870 -0.908 -0.025  -0.1563
C: 1.643 -0.187 0.139  -0.3049
C: 1.946 0.971 1.073  -0.1236
C: 0.760 1.624 1.792  -0.1742
C: -0.393 2.132 0.913  -0.1613
C: -1.563 1.178 0.695  -0.1824
N: -2.005 0.470 1.926  -0.0934
C: -1.411 -0.873 2.039  -0.0844
C: -3.432 0.252 1.749  -0.5263
C: -3.909 -0.725 0.680  0.0028
O: -4.223 0.821 2.390  0.1512
C: 1.164 0.234 -1.270  -0.1241
O: 2.035 -0.287 -2.286  -0.0832
C: 1.628 0.195 -3.527  -0.2667
O: 1.832 -0.784 -4.531  -0.0841
N: 0.561 -1.434 -4.771  -0.0136
O: 0.123 -1.159 -5.806  0.1034
H: 2.510 -2.323 1.452  0.0884
H: 3.761 -2.689 0.309  0.0881
H: 2.118 -2.834 -0.220  0.0937
H: 0.934 -0.890 0.559  0.1133
H: 2.585 0.558 1.845  0.1196
H: 2.544 1.701 0.542  0.1250
H: 1.166 2.500 2.284  0.1076
H: 0.353 1.008 2.582  0.0889
H: -0.005 2.499 -0.029  0.1003
H: -0.806 2.999 1.414  0.1093
H: -2.398 1.794 0.376  0.1251
H: -1.408 0.449 -0.102  0.0921
H: -1.293 -1.379 1.076  0.0847
H: -2.055 -1.499 2.642  0.0919
H: -0.448 -0.859 2.533  0.0739
H: -4.940 -0.538 0.450  0.0813
H: -3.306 -0.692 -0.218  0.0725
H: -3.827 -1.726 1.091  0.0822
H: 1.135 1.313 -1.389  0.1162
H: 0.194 -0.221 -1.449  0.1152
H: 2.205 1.078 -3.788  0.1409
H: 0.574 0.471 -3.539  0.1167

Its spin multiplicity is 1. As for the charge: 0.

---

Respective E_HOMO values: -0.2557 -0.4771 -0.3541 Ha.
Respective energy above the lowest of the compared OMol25 structures with the same formula, charge and spin values: 0.894 2.914 1.808 eV.